[1]
# C41H42AsN4P2SZn

C41H42AsN4P2SZn as an isolated structure (wB97M-V/def2-TZVPD, the OMol25 dataset).

Results
Strongest force on any atom in Eh/bohr: 0.004
E in eV: -187823.9491
Frontier orbital gap in Ha: 0.26661

ORCA input file:
```
! wB97M-V def2-TZVPD RIJCOSX def2/J DEFGRID3
* xyz 1 1
Zn -0.2143 2.4122 -0.7946
N 1.8883 4.1798 -4.2608
C 1.3194 3.8037 -3.1103
S 0.6277 2.2132 -3.0487
N 1.3358 4.7366 -2.1554
N 0.7707 4.3338 -1.0200
C 0.7441 5.1231 -0.0084
C 0.1291 4.5720 1.2059
C 0.4182 5.1683 2.5191
C -0.0268 4.6147 3.6463
C -0.8586 3.3697 3.6494
C -0.8967 2.7467 2.2344
N -0.5799 3.5124 1.0607
H 1.8906 3.5635 -5.0517
H 2.2809 5.1041 -4.3320
H 1.1992 6.1069 -0.0340
H 1.0084 6.0754 2.5388
H 0.1896 5.0815 4.6009
H -1.8192 3.5593 4.1340
H -1.8089 2.1705 2.0703
C -4.0595 2.9758 -1.2813
As -2.6203 1.6791 -1.2215
C -2.7471 0.7843 -2.9339
C -3.2496 0.3175 0.0507
C -3.9605 -0.8656 -0.5527
C -3.3909 -2.1302 -0.4427
C -4.0034 -3.2390 -1.0111
C -5.2040 -3.0986 -1.6867
C -5.7897 -1.8435 -1.7919
C -5.1718 -0.7377 -1.2305
H -5.0188 2.4875 -1.4320
H -3.8714 3.6722 -2.0965
H -4.0747 3.5288 -0.3433
H -3.7774 0.7169 -3.2776
H -2.3474 -0.2249 -2.8327
H -2.1404 1.3386 -3.6477
H -3.8573 0.8319 0.7993
H -2.3575 -0.0322 0.5701
H -2.4541 -2.2517 0.0901
H -3.5410 -4.2135 -0.9191
H -5.6864 -3.9620 -2.1247
H -6.7298 -1.7253 -2.3143
H -5.6405 0.2338 -1.3229
C 0.3660 -1.0411 -0.5646
P 0.7800 0.4705 0.3795
C 2.5858 0.5596 0.5199
C 3.2603 0.1799 1.6771
C 4.6400 0.2952 1.7408
C 5.3493 0.7795 0.6511
C 4.6808 1.1543 -0.5057
C 3.2998 1.0553 -0.5710
C 0.1683 0.4364 2.0764
C 0.2660 1.8165 2.6523
C -0.1078 2.0848 4.1274
C -0.9907 0.9993 4.6699
C -1.1471 -0.1689 4.0460
C -0.5278 -0.4869 2.7454
P 0.4307 -2.7020 0.2628
C 0.1690 -3.7686 -1.2053
C -0.6518 -3.3998 -2.2684
C -0.9049 -4.2864 -3.3072
C -0.3453 -5.5530 -3.2923
C 0.4668 -5.9345 -2.2320
C 0.7186 -5.0524 -1.1955
C 2.2268 -2.8899 0.5517
C 2.6489 -3.2547 1.8247
C 4.0001 -3.4383 2.0946
C 4.9334 -3.2524 1.0887
C 4.5201 -2.8839 -0.1879
C 3.1745 -2.7091 -0.4560
H 1.0180 -1.0072 -1.4444
H -0.6588 -0.8881 -0.9182
H 2.7085 -0.2113 2.5230
H 5.1633 -0.0029 2.6398
H 6.4269 0.8642 0.7031
H 5.2334 1.5359 -1.3541
H 2.7731 1.3571 -1.4687
H 1.2151 2.2964 2.4030
H 0.7281 2.2655 4.8080
H -1.4693 1.1688 5.6276
H -1.7589 -0.9376 4.5007
H -0.6919 -1.4737 2.3321
H -1.1085 -2.4177 -2.2970
H -1.5414 -3.9834 -4.1283
H -0.5395 -6.2424 -4.1031
H 0.9062 -6.9232 -2.2132
H 1.3568 -5.3584 -0.3744
H 1.9139 -3.4109 2.6067
H 4.3186 -3.7363 3.0851
H 5.9861 -3.3992 1.2932
H 5.2500 -2.7438 -0.9745
H 2.8559 -2.4507 -1.4597
*
```

Results of the Mulliken charge analysis, in e, for atoms 1 through 5: 1.0578, -0.3505, 0.5914, -0.6040, -1.5794

[2]
# C5H8BrN

A 2-piece molecular cluster, C5H8BrN overall at a distorted geometry (wB97M-V/def2-TZVPD, the OMol25 dataset).

Results
Strongest force on any atom in Eh/bohr: 0.077
E in eV: -76839.8805
Frontier orbital gap in Ha: 0.29372

ORCA input file:
```
! wB97M-V def2-TZVPD RIJCOSX def2/J DEFGRID3
* xyz 0 1
C -0.5856 -0.0947 2.5333
C 0.6749 0.4085 -3.2369
C -1.0278 -0.1800 1.2790
C -0.5154 -0.1896 -1.0415
C 1.2037 0.3837 0.3474
N -0.1508 -0.1132 0.2128
Br -2.2294 -0.8442 -1.4604
H -1.2091 -0.0635 3.3731
H 0.4608 -0.0796 2.9159
H -0.0776 0.3444 -3.9461
H 1.1103 -0.6496 -3.2923
H -2.0917 -0.3426 1.0575
H 1.8861 -0.3813 0.7208
H 1.4796 0.6533 -0.5918
H 1.0718 1.1485 1.1293
*
```

Results of the Mulliken charge analysis, in e, for atoms 1 through 5: -0.9461, -0.5194, 0.2461, 0.0802, -0.9877

[3]
# C53H52AsN3O3Os

C53H52AsN3O3Os as an isolated structure at a distorted geometry (wB97M-V/def2-TZVPD, the OMol25 dataset).

Results
Strongest force on any atom in Eh/bohr: 0.113
E in eV: -129715.7669
Expectation value of S²: 6.14
Frontier orbital gap (alpha / beta) in Ha: 0.24661 / 0.16027

ORCA input file:
```
! wB97M-V def2-TZVPD RIJCOSX def2/J DEFGRID3
* xyz 0 5
Os 0.2720 0.2577 -0.5442
C 4.7229 1.5135 -2.7633
C 4.5143 1.4594 -1.2695
C 3.5982 2.6075 -0.8581
C 4.0297 0.0877 -0.8782
C 4.5316 -1.0967 -1.4672
C 4.6678 -2.2691 -0.7571
C 4.2081 -2.3174 0.5648
C 3.4755 -1.2563 1.1360
C 3.3950 -1.1889 2.5915
C 2.1311 -2.0235 3.0281
C 3.4560 0.2230 3.2218
C 3.1662 -0.1933 0.2184
O 2.0442 0.5082 0.3737
H 4.9937 2.5553 -3.1380
H 3.7273 1.3107 -3.2296
H 5.4352 0.7507 -3.0510
H 5.5484 1.5975 -0.7478
H 2.6462 2.6549 -1.4256
H 4.1371 3.5340 -1.0273
H 3.2812 2.5343 0.1901
H 4.8114 -1.1016 -2.5384
H 5.1281 -3.1914 -1.0988
H 4.5143 -3.1730 1.1441
H 4.2109 -1.8523 3.0353
H 1.2653 -1.3326 2.9682
H 2.2597 -2.3273 4.0795
H 1.9315 -2.8497 2.3499
H 2.7375 1.0254 2.8159
H 4.4985 0.6123 3.1533
H 3.2147 0.1155 4.2740
C -6.7555 -0.2875 2.1569
C -5.2702 -0.2299 1.8853
C -4.3690 -1.1252 2.4720
C -3.0302 -0.8265 2.6525
C -2.1397 -1.8174 3.3441
C -2.5112 0.4244 2.0953
As -0.5923 0.7266 2.0746
N -1.2944 0.5141 -1.3728
C -2.2116 -0.0063 -2.1844
C -2.8737 0.7545 -3.2093
C -3.7348 0.2153 -4.1274
C -3.9610 -1.1713 -4.0856
C -3.4920 -1.9837 -3.0240
C -2.7516 -1.3539 -2.0013
C -0.6878 2.6728 2.7470
C -0.1222 3.8551 2.1256
C 0.7031 3.7687 0.8401
C -0.4514 5.1273 2.5618
C -1.2990 5.3351 3.6977
C -1.7030 6.7805 3.9615
C -1.7211 4.2243 4.3722
C -1.3227 2.9274 3.9851
C -1.5875 1.8278 4.9776
C -3.4359 1.2667 1.3906
C -3.0361 2.5467 0.6912
C -4.7594 0.9169 1.2832
H -7.1945 -1.2760 2.2657
H -7.3279 0.2696 1.3507
H -6.9559 0.2434 3.1307
H -4.6518 -2.1594 2.7790
H -2.8134 -2.6075 3.7890
H -1.4689 -1.4919 4.1144
H -1.5021 -2.3398 2.5409
H -2.7368 1.7988 -3.1323
H -4.1498 0.8741 -4.8805
H -4.6824 -1.6129 -4.8006
H -3.7691 -3.0546 -2.9994
H -2.3467 -1.8865 -1.1043
H 0.1934 4.2153 0.0216
H 0.8596 2.7204 0.4853
H 1.6961 4.2505 0.8406
H -0.1369 5.9545 1.9073
H -2.5569 6.9070 4.6447
H -1.9022 7.3258 3.0424
H -0.9079 7.3728 4.3741
H -2.3019 4.3984 5.2784
H -1.6260 2.2161 5.9673
H -0.8962 1.0118 4.9717
H -2.5561 1.3291 4.6990
H -2.0349 2.5779 0.2683
H -3.1433 3.4029 1.3958
H -3.8220 2.7308 -0.0516
H -5.3835 1.6225 0.7911
O 1.7562 -2.1112 -2.9566
C 1.5272 -0.9895 -3.3342
N 1.0083 0.1168 -2.4858
C 0.7093 1.1797 -3.3773
O 0.3266 2.3010 -2.9759
C 0.9092 0.7111 -4.7910
C 0.7527 1.4265 -6.0075
C 1.2723 0.8261 -7.1754
C 1.9239 -0.3978 -7.1180
C 2.0282 -1.0610 -5.9063
C 1.5164 -0.5177 -4.7282
H 0.3390 2.4311 -6.0442
H 1.0935 1.2894 -8.1808
H 2.3738 -0.7573 -8.0250
H 2.3982 -2.0983 -5.8896
N 0.5159 -9.6558 -0.0254
C 0.5624 -8.4960 -0.1244
C 0.5393 -7.0702 -0.1158
C 0.1103 -6.3636 1.0348
C 0.0994 -4.9849 1.0419
C 0.3274 -4.2537 -0.1874
C 0.7608 -4.9774 -1.3709
C 0.8573 -6.3377 -1.3101
C 0.2236 -2.8834 -0.3086
C 0.1560 -1.5998 -0.3942
H -0.2412 -6.9468 1.8854
H 0.0945 -4.3789 1.9437
H 0.9335 -4.4071 -2.2833
H 1.1003 -7.0430 -2.1393
*
```

Results of the Mulliken charge analysis, in e, for atoms 1 through 5: 1.2327, -1.5446, 1.1548, -0.9886, 0.3679

[4]
# C4H4N2

One molecule with the formula C4H4N2 (wB97M-V/def2-TZVPD, the OMol25 dataset).

Results
SMILES: c1ccnnc1
Strongest force on any atom in Eh/bohr: 0.006
E in eV: -7191.6673
Frontier orbital gap in Ha: 0.36392

ORCA input file:
```
! wB97M-V def2-TZVPD RIJCOSX def2/J DEFGRID3
* xyz 0 1
C -0.3845 -0.9943 0.0366
C -0.3715 -0.3676 1.2833
N -0.0742 0.9170 1.4573
N 0.3841 1.6224 0.4325
C 0.5248 1.0356 -0.7517
C 0.0732 -0.2530 -1.0323
H -0.7204 -2.0205 -0.0771
H -0.6046 -0.9175 2.1914
H 1.0509 1.6249 -1.4974
H 0.1220 -0.6469 -2.0427
*
```

Results of the Mulliken charge analysis, in e, for atoms 1 through 5: -0.2019, -0.1856, -0.3533, -0.3543, -0.1752

[5]
# C22H51BMnN4O2Si2

C22H51BMnN4O2Si2 as an isolated structure at a distorted geometry (wB97M-V/def2-TZVPD, the OMol25 dataset).

Results
Strongest force on any atom in Eh/bohr: 0.108
E in eV: -81440.6613
Expectation value of S²: 6.11
Frontier orbital gap (alpha / beta) in Ha: 0.25684 / 0.32759

ORCA input file:
```
! wB97M-V def2-TZVPD RIJCOSX def2/J DEFGRID3
* xyz 1 5
O -0.8320 -2.7547 -1.6023
O -2.1573 -0.9270 -2.3560
C 0.3474 -3.6318 -2.0103
C 1.6343 -3.1096 -1.3730
H 0.4028 -3.5971 -3.0925
H 0.2024 -4.6810 -1.6860
H 1.7754 -2.0689 -1.6117
H 2.5008 -3.6893 -1.7802
H 1.6088 -3.2184 -0.2811
C -1.3377 -3.2355 -0.3164
C -2.8100 -3.0187 -0.3209
H -0.7990 -2.6413 0.4261
H -1.0877 -4.3062 -0.1703
H -3.0745 -1.9894 -0.5398
H -3.1790 -3.2431 0.6720
H -3.2994 -3.6937 -1.0185
C -3.3808 0.0157 -2.1161
C -2.1444 -1.4154 -3.7673
C -3.5602 0.3762 -0.6705
H -4.2185 -0.5580 -2.5277
H -3.1319 0.8721 -2.7543
H -4.3468 -0.2376 -0.2177
H -3.9497 1.4033 -0.6542
H -2.6781 0.3666 -0.0242
C -2.9800 -2.6626 -3.8654
H -1.0737 -1.5596 -3.9696
H -2.5342 -0.5764 -4.3203
H -2.6183 -3.4513 -3.2001
H -2.8843 -2.9868 -4.8996
H -4.0351 -2.4341 -3.6593
H -1.7087 -1.6989 -1.8483
Mn 1.0013 1.1949 0.8597
C 0.3121 0.2288 -0.4888
Si 0.7751 0.8900 -2.2676
H -0.8000 0.3148 -0.3751
H 0.3301 -0.8538 -0.4868
C 1.6397 -0.4019 -3.3298
C 2.0059 2.2651 -2.0269
C -0.5982 1.7792 -3.2081
C 2.6579 2.1577 1.0741
Si 3.3076 2.1272 2.8507
H 2.5332 3.2219 0.7652
H 3.4384 1.7530 0.3957
C 4.7303 3.3524 2.8723
C 3.9861 0.4462 3.2939
C 1.9804 2.5982 4.0677
H -0.1141 2.5917 -3.7784
H -1.3200 2.2517 -2.5314
H -1.1389 1.1608 -3.9354
H 2.5351 -0.7947 -2.8174
H 2.0185 0.0735 -4.2474
H 1.0249 -1.2614 -3.6401
H 2.9695 1.8863 -1.6715
H 1.6407 3.0294 -1.3344
H 2.1344 2.7204 -3.0102
H 4.2485 -0.1154 2.3882
H 3.2800 -0.1599 3.8722
H 4.8993 0.5494 3.8972
H 1.7794 1.7620 4.7990
H 1.0009 2.8368 3.6109
H 2.2829 3.4833 4.6764
H 5.4899 3.0991 3.6260
H 4.3992 4.3864 3.0636
H 5.2220 3.3393 1.8855
B -1.1851 0.6796 3.4495
N -0.2501 -0.4749 3.0428
C -0.0335 -1.6460 3.6816
C 1.0112 -2.3225 3.0404
C 1.4802 -1.4459 2.0385
N 0.6711 -0.3313 2.0344
N -1.5462 1.7556 2.3679
C -2.6420 2.5352 2.3470
C -2.5399 3.4330 1.2841
C -1.3090 3.1667 0.6710
N -0.7142 2.1261 1.3333
H -0.6747 1.2516 4.4084
H -2.2477 0.2044 3.8710
H -0.5733 -1.9297 4.5711
H 1.4171 -3.3091 3.2465
H 2.3516 -1.5321 1.4001
H -3.4266 2.4179 3.0897
H -3.2578 4.1774 0.9887
H -0.8342 3.6843 -0.1593
*
```

Results of the Mulliken charge analysis, in e, for atoms 1 through 5: -0.5233, 0.8249, -0.5375, -0.7717, 0.4419

[6]
# C4H3NO2

One molecule with the formula C4H3NO2 (wB97M-V/def2-TZVPD, the OMol25 dataset).

Results
SMILES: O=Cc1ncco1
Strongest force on any atom in Eh/bohr: 0.019
E in eV: -9780.3670
Frontier orbital gap in Ha: 0.36369

ORCA input file:
```
! wB97M-V def2-TZVPD RIJCOSX def2/J DEFGRID3
* xyz 0 1
O -1.7403 2.2131 -0.3052
C -0.5719 1.9092 -0.2574
C -0.0060 0.6135 0.1990
N 1.0009 0.1141 -0.4451
C 0.9185 -1.2425 -0.2283
C -0.1196 -1.4844 0.6103
O -0.7146 -0.2976 0.9004
H 0.2380 2.4884 -0.7334
H 1.5433 -1.9339 -0.7778
H -0.5483 -2.3797 1.0375
*
```

Results of the Mulliken charge analysis, in e, for atoms 1 through 5: -0.4536, -0.0322, 0.5231, -0.4691, -0.3195

- Among the records above, which one has the lowest strongest force on any atom?
  C41H42AsN4P2SZn